Entry 1:
Entry from OMol25: a single C5H10N2 molecule (wB97M-V/def2-TZVPD).

Atoms and positions in Å:
C 0.5846 1.8730 -0.4425
C 0.0390 0.8198 -1.3846
N 0.7635 -0.4272 -1.6236
C -0.4972 -0.4728 -0.8818
C -0.6473 -0.5969 0.6006
C -0.6397 -1.7185 1.5646
N 0.4129 -0.7027 1.5901
H 1.4058 2.4216 -0.9179
H 0.9513 1.4497 0.4986
H -0.1970 2.5979 -0.1876
H -0.4337 1.2248 -2.2770
H 1.5663 -0.4951 -1.0030
H -1.3111 -0.9383 -1.4355
H -1.4842 0.0408 1.0226
H -1.4772 -1.3629 2.1842
H -0.3953 -2.7699 1.3857
H 1.3592 -0.9433 1.3070

Atoms 1-6, force components in eV/Å:
0.0 0.0 0.0
-0.1 0.2 -0.1
0.2 -0.2 0.2
-0.2 0.1 0.2
-0.5 0.6 0.0
-0.2 0.0 -0.2

Charge: 0
SMILES: C[C@H]1N[C@H]1[C@H]1CN1
Molecular weight in g/mol: 98.15
Lowest unoccupied orbital energy in eV: 1.154

Entry 2:
Entry from OMol25: a single C5H10N2 molecule (wB97M-V/def2-TZVPD).

Atoms and positions in Å:
C 1.4945 -1.3816 0.0220
C 1.3140 -0.1948 -0.8892
N 0.1076 -0.0793 -1.6927
C 0.2958 0.8204 -0.5352
C -0.4664 0.7616 0.7690
C -1.9066 1.1045 0.8249
N -1.4568 -0.2709 1.0495
H 1.8878 -2.2520 -0.5134
H 0.5535 -1.6688 0.5075
H 2.1955 -1.1052 0.8144
H 2.2053 0.1340 -1.4258
H -0.5198 -0.8611 -1.5258
H 0.5006 1.8477 -0.8330
H 0.1399 1.0235 1.6396
H -2.3269 1.5970 1.7000
H -2.4014 1.3377 -0.1158
H -1.6167 -0.8127 0.2039

Atoms 1-6, force components in eV/Å:
0.1 0.0 0.1
0.2 -0.2 0.1
-0.3 0.3 0.0
0.0 0.2 0.0
0.2 0.0 -0.1
-0.2 0.2 -0.1

Charge: 0
SMILES: C[C@H]1N[C@H]1[C@H]1CN1
Molecular weight in g/mol: 98.15
Lowest unoccupied orbital energy in eV: 1.196

Entry 3:
Entry from OMol25: C5H10N2 as an isolated structure (wB97M-V/def2-TZVPD).

Atoms and positions in Å:
C 0.9501 -0.9176 -1.0061
C -2.0336 -0.4264 0.2671
C 0.9054 0.1970 0.0211
N 1.8753 0.0931 1.0297
C -0.5226 1.6090 -0.2714
C -0.8254 0.4378 0.5431
N 0.7480 1.5278 -0.5099
H 2.3396 -0.7997 1.1192
H 2.5107 0.8764 1.0819
H -1.1798 2.3571 -0.7018
H -0.6408 0.5887 1.6044
H 0.1862 -0.7711 -1.7645
H 0.7959 -1.8856 -0.5287
H 1.9312 -0.9222 -1.4891
H -2.9316 -0.0132 0.7346
H -2.2195 -0.5220 -0.8030
H -1.8890 -1.4290 0.6735

Atoms 1-6, force components in eV/Å:
0.2 0.3 0.0
0.2 -0.1 0.0
-2.4 -0.7 0.6
0.3 -0.1 0.4
1.0 0.1 -0.5
1.7 -0.9 0.1

Charge: 0
Molecular weight in g/mol: 98.15
Lowest unoccupied orbital energy in eV: 1.112

Entry 4:
Entry from OMol25: C5H10N2 as an isolated structure (wB97M-V/def2-TZVPD).

Atoms and positions in Å:
C 1.5160 -0.6057 1.0813
C 0.0067 1.0549 -0.2043
N 0.4596 2.2098 -0.7446
N -1.6944 -1.4040 -0.8481
C -1.2132 0.7132 0.3178
C -1.1408 -0.7422 0.2733
C 0.7218 -0.2282 -0.1552
H 1.3876 2.2407 -1.1420
H -0.1928 2.8747 -1.1366
H -1.3640 -1.0623 -1.7438
H -1.6268 -2.4151 -0.8174
H -1.9689 1.3263 0.7982
H -1.3047 -1.3118 1.1935
H 1.2304 -0.5316 -1.0793
H 0.9660 -0.3618 1.9934
H 1.7388 -1.6777 1.0978
H 2.4787 -0.0792 1.1159

Atoms 1-6, force components in eV/Å:
0.3 0.3 -0.1
-1.7 -0.6 0.5
0.6 1.0 -0.3
-0.8 -0.5 -0.2
0.7 1.3 0.0
2.8 0.0 -1.1

Charge: 0
Molecular weight in g/mol: 98.15
Lowest unoccupied orbital energy in eV: 1.029

Entry 5:
Entry from OMol25: a single C5H10N2O molecule (wB97M-V/def2-TZVPD).

Atoms and positions in Å:
H -0.6420 -1.8778 1.6064
N -0.0070 -2.1989 0.7137
C 0.4647 -1.1460 -0.0432
C 1.2511 -1.4367 -1.2156
O 0.9334 -0.5491 -2.3451
N 0.2026 0.1878 -0.2074
C -0.6113 1.1045 0.3274
C -1.0226 2.2240 -0.2977
C -0.7558 0.7236 1.8618
H 2.4636 -1.4883 -1.1971
H 0.9745 -2.5702 -1.8383
H 0.0691 -0.8063 -2.4381
H 0.8806 0.3559 -0.9739
H -1.4709 3.0496 0.2488
H -0.3767 2.4715 -1.3223
H -1.3765 1.5046 2.4158
H 0.2484 0.9129 2.6314
H -1.2252 -0.4610 2.0732

Atoms 1-6, force components in eV/Å:
2.2 -0.8 -3.2
0.1 4.3 0.1
-3.7 -3.1 3.9
4.0 -5.7 -6.0
3.9 0.0 0.9
2.7 -1.4 -1.0

Charge: 0
SMILES: [H]/N=C(/CO)NC(=C)C
Molecular weight in g/mol: 114.15
Lowest unoccupied orbital energy in eV: 0.690

Entry 6:
Entry from OMol25: a single C5H10N2O molecule (wB97M-V/def2-TZVPD).

Atoms and positions in Å:
N -2.2953 -0.6377 0.4336
C -0.9586 -0.4453 -0.2172
C 0.1292 -1.6017 -0.4667
C 1.2291 -0.7357 0.0864
N 2.5945 -0.0554 0.0940
C 1.1817 0.6795 -0.1052
C -0.3135 0.8592 0.4717
O -0.9573 1.8802 -0.3199
H -2.0102 -1.5147 1.1177
H -3.0854 -0.9711 -0.2375
H -1.1889 -0.0396 -1.2744
H 0.0973 -2.6258 -0.1181
H -0.0725 -1.7331 -1.5558
H 0.8371 -0.6819 1.2177
H 2.9428 0.1490 1.0572
H 0.9385 1.1776 -1.0799
H -0.2612 0.9030 1.4583
H -0.2416 2.6107 -0.3332

Atoms 1-6, force components in eV/Å:
0.9 -4.1 0.8
-2.0 1.4 -0.8
-0.8 0.8 -2.2
0.9 0.1 3.6
-2.4 1.0 0.2
-1.1 0.7 -2.0

Charge: 0
SMILES: N[C@@H]1C[C@H]2N[C@@H]2[C@H]1O
Molecular weight in g/mol: 114.15
Lowest unoccupied orbital energy in eV: 0.842

Calculated frontier orbital gap in order - 9.953; 10.491; 9.437; 8.540; 9.216; 10.229 eV
Calculated ΔE to the lowest compared entry with this formula, charge and spin in order - 68.2; 49.0; 37.6; 55.6; 143.8; 168.0 kcal per mole